(1)
ORCA calculation (ωB97M-V/def2-TZVPD) on a molecular structure, C22H26Cl2N5O2Rb.

Relative energy (zero: lowest compared OMol25 entry of this formula, charge and spin): 0.847 eV
Energy: -60484.2107 eV
Highest occupied orbital energy: -6.741 eV
Frontier orbital gap: 0.2498 Ha
LUMO energy: 0.056 eV
2S+1: 1

XYZ file:
```
58
Properties=species:S:1:pos:R:3:forces:R:3:mulliken_charge:R:1
Rb 0.542 2.414 0.575 -0.8 0.7 0.6 0.971
C -2.185 1.324 2.444 0.0 0.0 0.0 -0.414
C -1.113 0.556 2.883 0.0 0.0 0.0 -0.345
C -0.108 1.136 3.648 0.1 0.0 0.0 -0.248
C -0.181 2.485 3.976 0.1 0.0 0.0 -0.381
C -1.254 3.253 3.539 0.0 0.0 0.0 -0.449
C -2.256 2.673 2.770 0.0 0.0 0.0 -0.371
H -2.965 0.871 1.844 0.0 0.0 0.0 0.379
H -1.047 -0.493 2.618 0.0 0.0 0.0 0.340
H 0.740 0.544 3.973 0.0 0.0 0.0 0.349
H 0.607 2.937 4.566 0.0 0.0 0.0 0.390
H -1.307 4.303 3.795 0.0 0.0 0.0 0.371
H -3.087 3.273 2.422 0.0 0.0 0.0 0.386
N -2.965 0.886 -4.087 0.0 0.0 0.1 -0.595
C -1.995 0.054 -3.350 0.0 0.0 0.0 0.566
C -2.207 -1.441 -3.543 0.0 0.0 0.0 -1.222
C -1.210 -2.273 -2.721 0.0 0.0 0.0 0.114
N -1.430 -2.237 -1.276 0.0 0.0 0.0 -0.442
C 0.218 -1.839 -3.055 0.0 0.0 0.0 -1.334
C 0.463 -0.332 -2.942 -0.1 0.0 0.0 0.221
N 0.418 0.110 -1.542 0.1 0.0 0.1 0.122
C -0.580 0.440 -3.755 0.0 0.0 0.0 -1.242
H -3.903 0.511 -3.979 0.0 0.0 0.0 0.263
H -2.757 0.871 -5.080 0.0 0.0 0.0 0.270
H -2.922 2.378 -3.231 0.0 0.0 0.1 0.482
H -2.120 0.293 -2.290 0.0 0.0 0.0 0.018
H -2.088 -1.681 -4.607 0.0 0.0 0.0 0.284
H -3.231 -1.716 -3.264 0.0 0.0 0.0 0.405
H -1.320 -3.318 -3.025 0.0 0.0 0.0 0.366
H -2.382 -2.496 -1.047 0.0 0.0 0.0 0.301
H -1.246 -1.311 -0.904 0.0 0.0 0.0 0.121
H 0.434 -2.136 -4.086 0.0 0.0 0.0 0.467
H 0.920 -2.373 -2.410 0.0 0.0 0.0 0.351
H 1.449 -0.131 -3.379 0.0 0.0 0.0 0.376
H 1.050 0.896 -1.440 0.1 -0.1 -0.2 0.321
H 0.886 -0.577 -0.941 0.0 0.0 0.0 -0.133
H -0.443 0.222 -4.822 0.0 0.0 0.0 0.461
H -0.431 1.516 -3.624 0.0 0.0 0.0 0.302
Cl 3.666 2.890 2.326 0.0 0.0 0.0 -0.226
C 3.464 1.156 2.440 0.0 -0.1 0.1 0.969
C 3.867 0.516 3.616 0.0 0.0 0.0 -0.895
C 3.648 -0.821 3.787 0.0 0.0 0.0 0.752
Cl 4.179 -1.594 5.259 0.0 0.0 0.0 -0.296
C 2.971 -1.570 2.795 0.0 0.0 0.0 0.467
C 2.635 -2.935 2.936 0.0 0.0 0.0 -0.761
C 1.909 -3.557 1.962 0.0 0.0 0.0 -0.892
C 1.510 -2.813 0.836 0.0 0.0 0.0 -0.319
N 1.833 -1.556 0.656 0.0 0.0 0.0 -0.372
C 2.568 -0.920 1.603 0.0 0.0 0.0 0.031
C 2.872 0.491 1.353 0.0 0.0 0.0 -0.433
O 2.537 1.064 0.275 0.9 -0.6 -0.2 -1.012
H 4.352 1.090 4.393 0.0 0.0 0.0 0.433
H 2.947 -3.467 3.825 0.0 0.0 0.0 0.415
H 1.627 -4.598 2.050 0.0 0.0 0.0 0.406
H 0.887 -3.265 0.071 0.0 0.0 0.0 0.361
O -1.478 3.712 -0.683 -0.3 0.2 -0.2 -0.571
C -2.139 3.407 -1.614 0.0 0.0 0.0 0.682
N -2.851 3.176 -2.537 -0.1 0.0 -0.1 -0.561
```
Forces are in eV/Å.



(2)
ORCA calculation (ωB97M-V/def2-TZVPD) on 2 unconnected molecules or ions with the total composition C15H21FN3O8P.

Energy: -48742.4809 eV
Highest occupied orbital energy: 0.814 eV
Net charge: -2
Frontier orbital gap: 0.0811 Ha
LUMO energy: 3.021 eV
2S+1: 1

XYZ file:
```
49
Properties=species:S:1:pos:R:3:forces:R:3:mulliken_charge:R:1
C -0.825 -3.529 4.266 0.3 -0.4 0.0 -1.023
C -1.102 -4.261 2.901 0.2 -0.5 0.3 -0.294
C -2.233 -3.614 2.034 0.4 0.5 0.2 -0.969
C -1.832 -2.158 1.594 0.0 0.4 1.1 -0.416
C -0.419 -2.046 0.908 -0.1 0.6 0.0 -0.483
C -0.242 -0.799 -0.017 0.2 -2.0 -0.5 0.195
C 0.320 -1.008 -1.325 -0.9 3.8 0.3 0.648
C 0.769 -2.347 -1.937 1.2 1.6 -0.1 -0.579
C 2.307 -2.228 -2.283 -0.4 0.0 0.3 0.579
O 2.874 -2.949 -3.033 0.0 -0.2 -0.1 -0.533
F 3.057 -1.252 -1.662 -1.0 -0.9 -0.1 -0.220
C 0.498 0.229 -2.127 -0.5 -3.9 1.6 -0.568
N 0.106 1.436 -1.481 0.4 1.9 -3.3 0.841
C 0.342 2.658 -2.294 2.7 0.3 0.8 -1.310
C 1.916 3.085 -2.003 -0.7 0.2 2.8 0.408
C 2.304 3.116 -0.446 -1.0 2.7 -3.2 -0.538
O 2.108 4.359 -1.331 0.5 -2.6 -0.6 -0.422
N -0.416 1.656 -0.318 -0.4 -2.2 2.1 -0.929
C -0.614 0.602 0.470 0.5 0.0 -0.5 0.418
C -1.194 0.924 1.866 -1.0 0.4 -1.9 -0.745
O -0.256 0.468 2.886 -0.6 0.0 -0.7 -0.103
N -0.441 1.185 4.040 1.5 0.4 -0.1 0.062
O 0.635 1.427 4.487 -0.9 -0.1 0.7 -0.346
H -0.473 -4.289 5.019 -0.4 0.7 -0.6 0.360
H -1.748 -3.048 4.668 0.7 -0.3 -0.3 0.247
H 0.005 -2.778 4.195 -1.0 -0.4 -0.1 0.203
H -0.121 -4.325 2.357 -1.0 0.1 0.2 0.198
H -1.378 -5.322 3.154 0.1 0.9 -0.4 0.399
H -3.156 -3.582 2.681 0.7 0.0 -0.7 0.416
H -2.480 -4.226 1.133 0.3 0.3 0.7 0.312
H -1.769 -1.559 2.547 -0.2 -0.5 -0.8 -0.023
H -2.639 -1.651 0.998 0.8 -0.7 0.2 0.455
H 0.377 -1.991 1.701 -0.7 -0.2 -0.3 0.160
H -0.245 -3.016 0.372 -0.1 1.0 0.2 0.038
H 0.279 -2.499 -2.935 0.4 0.0 1.0 0.356
H 0.648 -3.240 -1.289 0.0 0.7 -0.5 0.238
H 0.912 0.200 -3.155 -0.5 0.6 1.0 0.280
H -0.274 3.516 -1.951 0.3 -0.7 -0.5 0.353
H 0.280 2.445 -3.382 -0.4 0.2 0.8 0.417
H 2.711 2.715 -2.734 -1.1 0.9 1.0 0.237
H 1.460 3.239 0.263 1.0 -1.0 -0.2 0.209
H 3.371 3.082 -0.150 -0.9 -0.4 0.0 0.304
H -1.344 2.035 1.930 0.5 -1.0 -0.1 0.421
H -2.223 0.482 1.973 1.1 0.0 0.4 0.264
O 0.918 6.956 -4.114 -0.3 0.2 0.1 -0.622
P 0.029 5.773 -4.519 0.1 0.1 -0.2 0.922
O 0.896 4.635 -5.083 -0.3 -0.3 0.1 -0.611
O -0.970 6.236 -5.588 0.2 0.0 -0.2 -0.667
O -0.732 5.259 -3.284 0.2 -0.1 0.3 -0.538
```
Forces are in eV/Å.



(3)
ORCA calculation (ωB97M-V/def2-TZVPD) on a molecular structure, C17H25BN3O3PtS.

Relative energy (zero: lowest compared OMol25 entry of this formula, charge and spin): 0.624 eV
Energy: -43378.0705 eV
Highest occupied orbital energy (alpha / beta): -18.271 / -18.616 eV
Net charge: +3
Frontier orbital gap (alpha / beta): 0.3597 / 0.2546 Ha
LUMO energy (alpha / beta): -8.482 / -11.689 eV
2S+1: 5

XYZ file:
```
51
Properties=species:S:1:pos:R:3:forces:R:3:mulliken_charge:R:1
Pt -0.367 0.211 -0.828 0.0 0.0 0.1 0.747
C -1.255 -3.875 -2.240 0.0 0.0 0.0 -1.338
C -0.798 -2.460 -2.371 0.0 0.0 0.0 0.838
O -1.165 -1.635 -1.477 0.1 0.2 0.0 -0.629
N -0.042 -2.127 -3.403 0.1 -0.1 0.0 0.053
C 0.381 -0.781 -3.779 -0.1 0.1 -0.1 -1.541
C 1.636 -0.292 -3.092 0.0 -0.1 0.0 1.223
C 2.862 -0.342 -3.725 0.1 0.0 0.0 -0.847
C 3.996 0.133 -3.074 0.0 0.0 0.0 -0.381
C 3.869 0.653 -1.796 0.0 0.0 0.0 -0.722
C 2.619 0.673 -1.211 0.0 0.0 0.1 -0.139
N 1.532 0.213 -1.846 -0.2 -0.1 -0.1 -0.240
H -2.080 -3.929 -1.537 0.0 0.0 0.0 0.355
H -0.427 -4.480 -1.861 0.0 0.0 0.0 0.350
H -1.559 -4.285 -3.203 0.0 0.0 0.0 0.427
H 0.190 -2.876 -4.041 0.0 0.0 0.0 0.292
H -0.451 -0.094 -3.612 0.0 0.0 0.0 0.205
H 0.552 -0.794 -4.853 0.0 0.0 0.0 0.551
H 2.931 -0.740 -4.729 0.0 0.0 0.0 0.478
H 4.961 0.100 -3.563 0.0 0.0 0.0 0.460
H 4.720 1.040 -1.253 0.0 0.0 0.0 0.465
H 2.465 1.061 -0.212 0.0 0.0 0.0 0.502
S -3.320 3.014 -2.936 0.0 0.0 0.0 0.023
C -1.715 3.530 -3.216 0.0 0.0 0.0 -0.278
C -0.836 2.690 -2.624 0.1 0.0 0.0 -0.598
N -1.446 1.647 -1.954 0.0 0.0 0.1 -0.017
C -2.765 1.710 -2.036 0.0 -0.1 0.0 -0.203
H -1.502 4.414 -3.797 0.0 0.0 0.0 0.447
H 0.240 2.770 -2.629 0.0 0.0 0.0 0.430
H -3.421 0.986 -1.577 0.0 0.0 0.0 0.410
C -2.357 0.504 4.282 0.2 0.2 0.0 -1.421
C -1.404 -0.187 3.382 -0.5 -0.3 -0.1 1.017
C -1.133 -1.631 3.644 0.1 -0.1 0.1 -1.424
O -1.552 0.121 2.048 0.1 0.0 0.0 -0.392
B -0.376 0.211 1.347 -0.1 0.0 -0.2 1.303
O 0.744 0.300 2.130 -0.1 0.0 0.0 -0.311
C 0.494 0.567 3.463 0.5 0.3 0.0 1.006
C 1.376 -0.156 4.409 -0.2 -0.2 0.0 -1.412
C 0.204 2.002 3.745 -0.1 0.1 0.1 -1.446
H -3.306 -0.037 4.183 0.0 0.0 0.0 0.416
H -2.530 1.541 4.010 0.0 0.0 0.0 0.358
H -2.053 0.429 5.326 0.0 0.0 0.0 0.400
H -2.079 -2.132 3.402 0.0 -0.1 0.0 0.482
H -0.915 -1.815 4.693 0.0 0.0 0.0 0.402
H -0.352 -2.052 3.015 0.0 0.0 0.0 0.314
H 1.566 -1.186 4.121 0.0 0.0 0.0 0.358
H 0.996 -0.108 5.429 0.0 0.0 0.0 0.405
H 2.332 0.383 4.397 0.0 0.0 0.0 0.410
H -0.526 2.445 3.071 0.0 0.0 0.0 0.322
H 1.164 2.513 3.600 0.0 0.1 0.0 0.479
H -0.098 2.153 4.779 0.0 0.0 0.0 0.411
```
Forces are in eV/Å.



Q: What is the formula in the third record?
A: C17H25BN3O3PtS